{
  "formula": "C8H27BrN9O5Pb",
  "method": "ωB97M-V/def2-TZVPD",
  "species": ["Pb", "Br", "O", "O", "O", "O", "O", "N", "N", "N", "N", "N", "N", "N", "N", "N", "C", "C", "C", "C", "C", "C", "C", "C", "H", "H", "H", "H", "H", "H", "H", "H", "H", "H", "H", "H", "H", "H", "H", "H", "H", "H", "H", "H", "H", "H", "H", "H", "H", "H", "H"],
  "xyz": [[-34.208, 25.786, -32.108], [-35.260, 28.333, -30.995], [-32.477, 25.012, -33.878], [-36.403, 25.329, -33.331], [-32.129, 27.329, -32.205], [-34.315, 27.130, -34.437], [-35.075, 24.884, -29.691], [-38.545, 25.475, -33.099], [-37.640, 23.990, -32.076], [-31.425, 23.052, -33.994], [-36.138, 23.958, -27.937], [-30.877, 24.769, -35.255], [-33.905, 28.506, -36.193], [-32.191, 24.913, -30.772], [-35.463, 28.983, -34.789], [-36.458, 26.065, -28.416], [-35.934, 24.963, -28.770], [-37.468, 24.950, -32.899], [-31.652, 24.272, -34.332], [-31.462, 26.015, -30.284], [-34.524, 28.132, -35.089], [-31.798, 28.360, -33.143], [-30.985, 26.771, -31.526], [-30.488, 25.308, -29.415], [-32.366, 29.186, -32.715], [-32.078, 22.517, -33.439], [-35.647, 23.100, -28.144], [-37.091, 26.078, -27.629], [-29.913, 26.042, -28.850], [-30.650, 22.542, -34.394], [-31.148, 25.690, -35.568], [-32.447, 24.299, -30.012], [-30.745, 28.630, -33.051], [-36.735, 23.885, -27.126], [-31.920, 28.025, -34.173], [-31.501, 24.280, -31.151], [-36.137, 26.879, -28.920], [-30.310, 26.062, -32.005], [-33.101, 28.033, -36.580], [-39.420, 25.246, -32.650], [-30.908, 24.644, -28.660], [-29.804, 24.695, -30.000], [-32.033, 26.697, -29.655], [-38.450, 25.836, -34.038], [-34.308, 29.368, -36.530], [-38.485, 23.825, -31.548], [-30.274, 27.566, -31.302], [-30.494, 24.103, -35.911], [-35.917, 28.735, -33.922], [-35.766, 29.859, -35.190], [-36.774, 23.557, -31.788]],
  "total_charge": 2,
  "gap_ha": [0.3677, 0.2031],
  "spin_multiplicity": 2
}



{
  "formula": "H30O15",
  "method": "ωB97M-V/def2-TZVPD",
  "species": ["O", "O", "O", "O", "O", "O", "O", "O", "O", "O", "O", "O", "O", "O", "O", "H", "H", "H", "H", "H", "H", "H", "H", "H", "H", "H", "H", "H", "H", "H", "H", "H", "H", "H", "H", "H", "H", "H", "H", "H", "H", "H", "H", "H", "H"],
  "xyz": [[-1.267, 2.700, 1.933], [0.460, -2.619, -1.508], [-2.609, 0.263, 2.648], [2.858, 1.110, 3.547], [1.478, 2.446, -1.796], [4.798, 0.210, 1.454], [2.685, -2.247, -0.211], [-3.721, -0.493, -1.778], [0.547, -1.628, 2.947], [-1.355, -1.071, -3.446], [-1.406, -0.080, -0.701], [1.639, -0.601, -3.193], [2.376, 2.712, 1.363], [-3.547, 2.395, 0.098], [-3.007, -3.177, -1.174], [3.248, -2.235, 0.574], [3.314, -2.412, -0.920], [-4.394, 2.035, 0.360], [4.430, 1.100, 1.556], [-3.241, 1.880, -0.650], [1.328, -1.082, 3.000], [1.124, -1.994, -1.802], [1.426, 2.665, 1.513], [-2.518, 0.113, 1.707], [-4.090, -1.118, -1.145], [-2.222, 1.098, 2.911], [1.840, 1.938, -2.528], [0.388, -2.468, -0.564], [-2.169, -2.759, -1.400], [-0.968, 3.282, 2.636], [-3.139, -0.998, -2.366], [-2.992, -3.527, -0.284], [2.606, 3.642, 1.290], [1.270, -0.212, -3.984], [-1.050, -1.899, -3.818], [2.437, 0.337, 3.194], [1.693, 1.916, -1.023], [4.366, 0.078, 0.606], [2.757, 1.918, 3.026], [-2.337, -0.063, -0.985], [-0.969, -0.883, -2.583], [-2.045, 3.181, 1.616], [-0.207, -1.028, 2.894], [1.847, -1.522, -3.370], [-0.980, 0.674, -0.301]],
  "gap_ha": 0.3995,
  "e_above_lowest_kj_mol": 207.11,
  "spin_multiplicity": 1
}



{
  "formula": "C18H54BF4O9S9",
  "method": "ωB97M-V/def2-TZVPD",
  "species": ["S", "S", "S", "S", "S", "S", "S", "S", "S", "F", "F", "F", "F", "O", "O", "O", "O", "O", "O", "O", "O", "O", "C", "C", "C", "C", "C", "C", "C", "C", "C", "C", "C", "C", "C", "C", "C", "C", "C", "C", "B", "H", "H", "H", "H", "H", "H", "H", "H", "H", "H", "H", "H", "H", "H", "H", "H", "H", "H", "H", "H", "H", "H", "H", "H", "H", "H", "H", "H", "H", "H", "H", "H", "H", "H", "H", "H", "H", "H", "H", "H", "H", "H", "H", "H", "H", "H", "H", "H", "H", "H", "H", "H", "H", "H"],
  "xyz": [[-0.817, -2.412, 3.418], [-4.408, -1.927, 1.395], [-2.867, -4.185, -3.906], [-0.512, 4.803, -1.435], [3.525, 2.819, 2.434], [-0.052, 2.575, -5.243], [2.648, -4.895, -0.900], [-1.195, 2.126, 5.269], [5.429, -0.838, -1.749], [0.998, -0.660, 0.266], [0.677, 1.311, -0.941], [-0.782, -0.437, -1.150], [-0.653, 0.884, 0.799], [-2.308, 3.128, 5.308], [3.257, -5.013, -2.275], [-1.126, -2.714, 4.848], [6.021, -1.987, -1.033], [-2.094, -5.460, -3.751], [-5.035, -2.841, 0.370], [-0.059, 3.768, -4.351], [3.404, 2.697, 3.938], [0.563, 5.814, -1.150], [1.005, -2.376, 3.270], [-1.285, 1.411, 3.620], [6.630, 0.518, -1.753], [-1.057, -3.954, 2.486], [2.652, 4.282, 1.826], [2.331, 1.599, 1.855], [-1.677, 1.746, -5.205], [-4.265, -4.359, -2.714], [-5.398, -0.428, 1.431], [-2.954, -1.074, 0.679], [-2.018, 5.780, -1.380], [0.308, 3.047, 5.079], [2.343, -3.145, -0.652], [0.891, -5.376, -0.989], [-0.943, 3.926, 0.081], [0.758, 1.272, -4.252], [4.274, 0.059, -0.685], [-2.069, -2.839, -2.961], [0.037, 0.226, -0.242], [-1.852, 3.326, -0.043], [-4.913, 0.416, 1.925], [-5.171, -4.715, -3.204], [0.563, 3.430, 6.062], [3.520, -0.608, -0.254], [-2.778, -0.140, 1.217], [-1.138, -2.611, -3.479], [2.014, 1.764, 0.822], [-6.377, -0.635, 1.863], [-2.732, -1.977, -2.910], [0.272, 0.298, -4.212], [0.222, 3.792, 4.284], [1.342, -3.100, 2.520], [3.380, 4.859, 1.254], [-1.098, 4.502, 0.996], [-2.076, -1.703, 0.748], [-4.502, -3.438, -2.179], [-2.383, 2.300, -5.829], [-1.827, -3.078, -1.924], [1.456, -2.726, 4.198], [-1.068, -3.616, 1.446], [-1.340, 2.231, 2.901], [2.468, 4.989, 2.647], [-2.168, 0.777, 3.635], [-1.605, 0.750, -5.632], [3.166, -2.563, -1.052], [-1.987, 6.640, -2.043], [0.375, -5.102, -0.067], [-2.892, 5.164, -1.611], [-2.025, -4.405, 2.700], [3.634, 0.805, -1.163], [2.138, -2.841, 0.373], [1.141, 2.445, 4.697], [1.418, -1.437, 2.904], [2.738, 0.589, 1.868], [1.827, 1.257, -4.446], [7.547, -0.038, -1.973], [-0.425, 0.825, 3.294], [0.664, 1.587, -3.204], [1.438, -2.911, -1.217], [-3.126, -0.648, -0.311], [-0.270, -4.666, 2.719], [1.670, 4.124, 1.392], [4.762, 0.485, 0.194], [6.514, 1.254, -2.550], [-2.032, 1.821, -4.176], [-0.235, 3.121, 0.286], [6.743, 1.090, -0.833], [-5.632, 0.021, 0.457], [1.447, 1.653, 2.488], [0.398, -4.821, -1.790], [-2.201, 6.118, -0.357], [0.838, -6.447, -1.156], [-4.014, -5.077, -1.934]],
  "total_charge": -1,
  "gap_ha": 0.3187,
  "e_above_lowest_kj_mol": 100.36,
  "spin_multiplicity": 1
}



{
  "formula": "C2H5Br2OP",
  "method": "ωB97M-V/def2-TZVPD",
  "species": ["Br", "Br", "P", "O", "C", "C", "H", "H", "H", "H", "H"],
  "xyz": [[-1.928, 1.703, 0.326], [-2.775, -1.694, 0.145], [-1.210, -0.170, -0.516], [-1.111, -0.021, -1.968], [0.382, -0.549, 0.514], [1.378, 0.495, -0.003], [0.781, 1.468, -0.146], [1.682, 0.178, -1.063], [0.625, -1.693, 0.503], [2.275, 0.605, 0.655], [-0.099, -0.323, 1.553]],
  "gap_ha": 0.3885,
  "smiles": "CCP(=O)(Br)Br",
  "e_above_lowest_kj_mol": 0.00,
  "spin_multiplicity": 1
}



{
  "formula": "C16H22N4O5",
  "method": "ωB97M-V/def2-TZVPD",
  "species": ["O", "O", "O", "O", "O", "N", "N", "N", "N", "C", "C", "C", "C", "C", "C", "C", "C", "C", "C", "C", "C", "C", "C", "C", "C", "H", "H", "H", "H", "H", "H", "H", "H", "H", "H", "H", "H", "H", "H", "H", "H", "H", "H", "H", "H", "H", "H"],
  "xyz": [[0.080, 2.235, 3.847], [-1.619, 1.718, 2.484], [-0.996, 1.128, 0.718], [-4.169, -1.537, 4.472], [0.974, 2.122, 1.107], [1.960, 1.325, -1.359], [-3.432, -3.763, 4.604], [0.131, 0.357, -5.625], [0.391, -0.336, 4.893], [0.539, 1.358, -1.089], [-0.553, 1.423, 3.271], [-3.252, -2.388, 4.516], [2.481, -0.379, -6.220], [3.826, -1.087, -4.295], [3.689, -0.829, -5.636], [-0.028, 0.156, -1.923], [0.317, 0.120, -3.404], [1.465, -0.030, -5.376], [1.602, -0.168, -3.982], [2.779, -0.723, -3.465], [-1.749, -0.549, 3.925], [-0.545, 0.425, -4.423], [0.279, 1.438, 0.408], [-0.407, -0.052, 3.555], [-1.848, -2.029, 4.082], [-1.218, 0.444, 0.391], [-2.179, -0.215, 4.842], [-2.776, -4.299, 4.268], [-1.129, 0.104, -1.828], [-1.569, 0.527, -4.396], [-4.289, -4.144, 4.609], [2.372, -0.434, -7.272], [4.591, -1.045, -6.384], [0.119, 0.336, 5.611], [0.448, -0.785, -1.356], [4.738, -1.363, -3.909], [1.336, -0.059, 4.706], [-0.012, -0.541, 2.741], [-2.389, -0.203, 3.237], [-1.708, -2.356, 3.197], [-1.480, 2.818, 2.219], [2.849, -0.913, -2.489], [2.328, 2.065, -0.935], [2.189, 1.300, -2.242], [-1.104, -2.410, 4.611], [0.059, 2.314, -1.379], [-0.267, 0.329, -6.490]],
  "gap_ha": 0.3111,
  "smiles": "N[C@@H](Cc1c[nH]c2ccccc12)C(=O)O.NC(=O)CC[C@H](N)C(=O)O",
  "e_above_lowest_kj_mol": 745.31,
  "spin_multiplicity": 1
}



{
  "formula": "C29H59NbO10",
  "method": "ωB97M-V/def2-TZVPD",
  "species": ["Nb", "O", "O", "O", "O", "O", "O", "O", "O", "O", "O", "C", "C", "C", "C", "C", "C", "C", "C", "C", "C", "C", "C", "C", "C", "C", "C", "C", "C", "C", "C", "C", "C", "C", "C", "C", "C", "C", "C", "C", "H", "H", "H", "H", "H", "H", "H", "H", "H", "H", "H", "H", "H", "H", "H", "H", "H", "H", "H", "H", "H", "H", "H", "H", "H", "H", "H", "H", "H", "H", "H", "H", "H", "H", "H", "H", "H", "H", "H", "H", "H", "H", "H", "H", "H", "H", "H", "H", "H", "H", "H", "H", "H", "H", "H", "H", "H", "H", "H"],
  "xyz": [[-0.355, -1.803, 0.293], [-2.298, -1.683, -0.162], [2.161, -0.599, 2.848], [3.683, 3.611, 2.086], [-8.600, -0.091, -3.872], [0.756, -4.540, 0.727], [-0.611, 2.069, -1.844], [4.832, -1.216, -1.192], [5.983, -2.723, 2.532], [-5.277, 1.916, 0.644], [-1.091, -4.645, -0.543], [5.895, -1.590, -2.048], [-3.335, -1.865, 0.764], [6.808, -2.596, 4.735], [-2.220, 3.515, -2.772], [5.062, 3.525, 2.399], [6.211, -1.792, 3.583], [7.571, -3.690, 3.980], [-5.826, 3.218, 0.502], [3.964, 1.753, 3.521], [6.830, -0.565, -0.140], [-1.653, 1.239, -2.360], [1.900, -1.630, 0.726], [-0.978, 3.430, -1.887], [5.167, 2.692, 3.673], [-6.036, 0.965, -0.097], [-7.691, -0.603, -5.990], [-2.867, 2.156, -2.491], [-3.504, -0.820, 1.823], [7.104, -0.750, -1.634], [-7.315, 1.681, -0.514], [-0.233, -4.083, 0.161], [-7.223, -0.445, -3.677], [-6.826, 3.127, -0.651], [2.930, 2.666, 2.881], [2.156, -1.574, 2.108], [5.312, -0.432, -0.104], [-6.811, -1.240, -4.909], [-8.982, -0.345, -5.219], [6.627, -3.958, 2.808], [7.086, 0.218, -2.143], [-9.541, 0.514, -5.594], [5.465, 4.536, 2.513], [2.228, 2.126, 2.249], [-3.557, 1.829, -3.273], [-0.606, -2.143, 2.097], [-7.620, 3.871, -0.587], [5.869, -4.703, 3.070], [2.368, 3.224, 3.639], [-6.203, 0.086, 0.524], [-2.732, -0.850, 2.565], [-6.308, 3.260, -1.603], [-7.842, -1.236, -6.863], [-8.072, 1.615, 0.271], [2.316, -2.498, 0.256], [7.767, -4.583, 4.573], [8.054, -1.235, -1.859], [-7.126, -1.011, -2.752], [-7.253, 0.339, -6.323], [6.123, 2.175, 3.760], [6.909, -1.020, 3.233], [-0.138, 4.013, -2.275], [5.592, -1.424, -3.084], [3.615, 1.321, 4.454], [2.244, -0.718, 0.268], [4.870, -0.790, 0.824], [-5.745, -1.172, -5.110], [5.044, 3.331, 4.554], [-5.014, 3.920, 0.308], [-4.446, -1.005, 2.319], [7.143, -4.296, 1.908], [-1.340, 0.855, -3.339], [0.167, -1.539, -1.476], [-6.632, 0.472, -3.583], [2.431, -2.539, 2.545], [-9.640, -1.223, -5.246], [4.999, 0.608, -0.259], [-1.834, 0.381, -1.703], [-2.855, 4.371, -2.531], [5.590, 3.037, 1.569], [7.129, -1.458, 0.414], [5.264, -1.313, 3.835], [7.435, -1.991, 5.389], [-0.420, 0.011, 0.775], [8.527, -3.303, 3.619], [-7.741, 1.272, -1.430], [-1.195, 3.777, -0.868], [6.098, -2.660, -1.916], [7.337, 0.297, 0.297], [6.013, -3.039, 5.336], [-5.454, 0.656, -0.971], [-3.566, 0.153, 1.385], [-6.318, 3.509, 1.439], [-4.273, -1.892, 0.213], [-1.933, 3.590, -3.825], [4.194, 0.932, 2.844], [-3.399, 2.187, -1.546], [-7.067, -2.293, -4.784], [-3.225, -2.836, 1.211]],
  "total_charge": -2,
  "gap_ha": 0.1143,
  "spin_multiplicity": 1
}